# 1
# C7H15N

C7H15N as an isolated structure (ωB97M-V with the def2-TZVPD basis set, OMol25).

Structure (XYZ):
```
23
Properties=species:S:1:pos:R:3:forces:R:3
C 2.2556 -0.4610 1.0399 -0.7 1.8 0.0
C 1.8718 0.2731 -0.3628 4.3 -1.5 0.3
C 0.6065 0.1161 -1.1272 -1.2 -2.5 -1.3
C -0.1449 -1.2507 -0.7742 1.5 -0.1 -1.5
C -2.3573 -0.9544 0.5692 3.8 0.1 -0.2
C -0.7439 0.5722 -0.4699 1.1 6.6 -4.0
C -0.9866 1.7352 0.3585 1.0 -0.5 3.0
H 1.4931 -0.0820 1.8646 1.6 -1.7 -1.5
H 2.6753 -1.5032 1.0113 -1.9 0.3 -0.1
H 3.2368 -0.0481 1.2921 -0.2 0.9 0.2
H 1.8418 1.2987 -0.2074 0.6 2.2 1.1
H 2.9591 0.1804 -0.9421 -3.2 -0.1 0.6
H 0.7196 0.2909 -2.2606 -0.2 -0.1 1.9
H -0.7109 -1.4085 -1.6707 -0.8 -1.0 -0.5
H 0.4025 -2.0788 -0.4061 0.6 -1.0 0.0
H -3.2654 0.3776 -0.1420 1.7 -3.3 1.6
H -2.0600 -2.3786 -0.3606 -1.8 2.9 2.5
H -2.2475 -0.9086 2.1811 -1.0 -0.4 -4.7
H -1.4865 0.8638 -1.2831 0.1 -1.7 -0.3
H -1.1328 2.6657 -0.0528 -0.6 1.9 -1.8
H 0.1134 1.9455 0.8900 -3.4 -0.8 0.5
H -2.1757 1.3066 0.6459 3.4 1.8 1.0
N -0.8642 -0.5518 0.2071 -4.8 -4.1 3.2
```
Positions in Å, forces in eV/Å.

Its energy above the lowest of the compared OMol25 structures with the same formula, charge and spin is 309.4 kcal per mole. The calculation puts the molar mass at 113.2 g mol⁻¹. As for the HOMO energy: -8.78 eV.

# 2
# C7H15N

A 2-piece molecular cluster, C7H15N overall (ωB97M-V with the def2-TZVPD basis set, OMol25).

Structure (XYZ):
```
23
Properties=species:S:1:pos:R:3:forces:R:3
C -1.9037 1.0567 1.8701 0.1 -0.4 -0.3
C 1.0003 -1.4811 0.8980 -0.3 0.1 0.2
N -1.4158 -0.1698 1.2320 -1.9 0.0 -0.6
C 0.5860 -0.0433 0.7416 2.5 0.6 -3.8
C 1.1681 0.9090 1.4958 0.0 0.3 -0.3
H -1.7933 -0.9908 1.6986 0.0 0.0 -0.3
H -2.9939 1.1618 1.8061 0.2 0.1 0.1
H -1.4272 1.8923 1.3588 -0.1 0.1 0.1
H -1.5880 1.0574 2.9117 0.0 0.1 0.0
H 1.1451 -1.7285 1.9507 -0.1 0.0 0.0
H 0.2318 -2.1225 0.4699 0.0 -0.3 0.1
H 1.9414 -1.6762 0.3859 0.0 0.1 -0.2
H 0.9190 1.9539 1.4040 0.3 0.2 -0.4
H 1.9342 0.6720 2.2165 -0.3 -0.3 0.5
C 0.4936 -0.0752 -3.4167 0.0 0.1 0.0
C 0.5002 -0.4968 -1.9774 -0.2 -0.3 0.5
C 0.3840 0.3239 -0.9353 0.2 0.0 3.0
H 0.5995 -1.5687 -1.8284 0.0 0.0 0.2
H 0.3723 1.0038 -3.5111 0.0 0.0 0.0
H -0.3219 -0.5640 -3.9619 0.1 0.1 0.1
H 1.4268 -0.3657 -3.9098 -0.1 0.0 0.0
H 0.3975 1.3969 -1.1279 -0.2 0.0 0.1
H -1.6560 -0.1452 0.2288 -0.1 -0.5 0.9
```
Positions in Å, forces in eV/Å.

Its energy above the lowest of the compared OMol25 structures with the same formula, charge and spin is 79.8 kcal per mole. Its SMILES is C=C(C)/C=C/C.CN. The calculation puts the molar mass at 113.2 g mol⁻¹. As for the HOMO energy: -7.03 eV.

# 3
# C7H15N2

An isolated ion of composition C7H15N2 and charge +1 (ωB97M-V with the def2-TZVPD basis set, OMol25).

Structure (XYZ):
```
24
Properties=species:S:1:pos:R:3:forces:R:3
C -0.8737 -1.4259 -0.2111 0.6 2.5 1.8
C -0.1503 -0.3295 -0.0618 4.1 0.5 -0.7
C 1.7448 -0.4137 -0.0175 -5.5 1.3 -0.9
C -2.3147 -1.5311 0.0217 -0.2 -1.1 0.5
C 2.2887 -1.7675 0.1606 -2.9 0.4 -4.4
C -0.1973 1.7216 1.2502 1.0 -3.6 0.5
C -0.5010 1.9381 -1.2409 1.1 -2.0 1.6
N 2.1016 0.7473 -0.3093 1.3 -0.3 0.3
N -0.7169 1.0998 0.0002 1.7 -3.3 0.0
H -0.2052 -2.2196 -0.2125 0.5 -2.0 -0.2
H -2.6178 -2.5093 -0.3178 -0.7 -0.1 0.0
H -2.7862 -0.7771 -0.5219 -1.3 1.0 -1.3
H -2.6606 -1.3665 1.0576 0.6 -0.4 -0.2
H 3.2809 -1.6679 0.3202 3.6 -0.2 -0.4
H 1.9466 -2.2114 1.0031 -1.6 -1.4 2.6
H 1.8731 -2.3695 -0.8004 1.6 1.1 2.2
H 0.8931 1.5535 1.0480 -1.0 1.5 0.7
H -0.6389 2.6601 1.2460 -0.1 2.0 0.8
H -0.4148 1.0320 2.1554 -0.2 1.4 -1.5
H -0.9967 1.3573 -2.0018 0.5 0.0 -0.8
H -1.1168 2.7582 -1.0039 0.0 1.7 -0.3
H 0.6147 1.9718 -1.2036 -1.1 0.8 -1.1
H 3.1052 0.9068 -0.3377 0.3 -0.2 -0.1
H -1.6577 0.8425 -0.0227 -2.3 0.3 0.7
```
Positions in Å, forces in eV/Å.

Its energy above the lowest of the compared OMol25 structures with the same formula, charge and spin is 96.8 kcal per mole. Its SMILES is [H]/N=C(C)/C(=C/C)[NH+](C)C. The calculation puts the molar mass at 127.2 g mol⁻¹. As for the HOMO energy: -13.61 eV. Its total charge is +1.

# 4
# C7H15N2

An isolated ion of composition C7H15N2 and charge +1 (ωB97M-V with the def2-TZVPD basis set, OMol25).

Structure (XYZ):
```
24
Properties=species:S:1:pos:R:3:forces:R:3
C -0.3266 -1.5476 -0.3084 0.5 -0.2 1.6
C -2.4437 -0.6581 0.5217 1.5 3.7 -1.2
C -1.7142 -0.2397 -1.8458 1.9 -1.3 0.0
C 1.9202 0.9628 -0.6449 2.0 2.4 3.2
C 0.4652 0.9943 1.3949 2.4 0.1 0.6
C 1.7459 -0.9999 0.7436 -2.3 3.3 0.0
C -1.3569 -0.7961 -0.4975 -0.3 -0.1 -0.8
N 0.7590 -1.9563 0.2141 -1.2 0.3 -1.4
N 1.2114 0.2874 0.4215 0.0 -1.8 -1.1
H -2.7114 0.4374 0.5290 0.5 -0.6 -0.2
H -3.3193 -1.0416 0.1675 -2.3 -1.9 -0.4
H -2.1286 -0.7841 1.4865 0.4 -1.3 2.4
H -1.6031 -1.0207 -2.5613 -1.0 -1.1 -0.5
H -1.0289 0.3913 -2.3600 0.6 1.5 0.6
H -2.6727 0.1172 -1.7159 -1.9 1.0 -0.6
H 2.8325 1.4332 -0.0158 -1.3 -0.4 -2.2
H 2.2971 0.2485 -1.3222 0.4 -0.6 -1.0
H 1.4082 1.7956 -1.1558 -0.1 -0.6 0.4
H 1.0512 1.8677 1.5953 -0.2 1.3 0.4
H -0.5109 1.2084 1.1125 -1.8 0.6 -0.5
H 0.5020 0.4516 2.3179 -0.4 -0.4 0.6
H 2.6835 -1.0457 0.3348 2.2 -1.1 -1.5
H 1.8867 -1.0586 1.7840 -0.3 -0.8 1.5
H 0.9874 -2.8669 -0.0678 0.8 -1.9 0.2
```
Positions in Å, forces in eV/Å.

Its energy above the lowest of the compared OMol25 structures with the same formula, charge and spin is 92.4 kcal per mole. Its SMILES is CC(C)=C=[NH+]CN(C)C. The calculation puts the molar mass at 127.2 g mol⁻¹. As for the HOMO energy: -12.28 eV. Its total charge is +1.